[1]
68
Properties=species:S:1:pos:R:3:forces:R:3:mulliken_charge:R:1 method="wB97M-V/def2-TZVPD" fmax_ev_per_a=2.9 e_above_lowest_kj_mol=53.66 lumo_energy_ev=-2.544 homo_lumo_gap_ev=2.56 energy_ev=-43805.6415 spin_multiplicity=1 charge=0
C -3.086 -1.568 -4.985 -0.13 -0.22 -0.43 -1.03
C -2.124 -0.427 -4.762 0.19 0.11 0.28 -0.26
O -0.959 -0.914 -4.069 -1.65 -0.15 -0.42 -0.04
C 0.020 0.049 -4.005 2.89 -0.57 -0.07 0.19
C 1.320 -0.597 -4.014 0.09 1.18 -0.22 0.29
C 2.555 0.116 -4.269 -0.60 -1.50 0.11 0.17
O 2.802 1.300 -4.199 0.44 1.19 0.10 -0.72
C 3.635 -0.936 -4.715 -0.06 0.57 -0.11 -0.48
C 2.984 -2.291 -4.558 -0.26 -0.53 0.13 -0.61
C 1.463 -2.021 -4.421 -0.10 -0.68 -0.48 -0.38
O -0.241 1.232 -4.023 -0.63 0.47 0.22 -0.71
H -4.087 -1.152 -5.156 0.14 -0.26 0.03 0.34
H -2.785 -2.120 -5.884 -0.16 -0.08 0.23 0.30
H -3.119 -2.281 -4.154 -0.07 0.25 -0.07 0.18
H -1.797 -0.050 -5.751 -0.23 0.20 0.59 0.35
H -2.601 0.380 -4.179 0.33 -0.20 -0.34 0.26
H 3.908 -0.774 -5.770 -0.19 0.26 0.26 0.23
H 4.563 -0.808 -4.151 -0.12 0.06 0.09 0.26
H 3.153 -2.891 -5.452 0.07 -0.21 0.08 0.26
H 3.383 -2.871 -3.718 -0.06 0.21 0.07 0.25
H 0.944 -2.688 -3.727 0.19 -0.34 -0.08 0.13
H 1.044 -2.232 -5.428 -0.25 0.13 0.39 0.15
C 4.353 4.798 4.797 -0.41 -0.35 -0.23 -0.88
O 3.211 4.265 4.097 0.15 -0.20 0.02 -0.44
C 3.113 2.930 3.864 0.09 -0.57 -0.01 0.43
C 2.033 2.507 3.035 0.71 0.96 0.58 -0.34
C 1.913 1.180 2.714 0.74 -0.73 0.04 0.46
C 2.802 0.245 3.302 -0.07 0.83 0.11 0.19
C 3.844 0.625 4.146 -0.14 -0.06 -0.18 -1.17
C 4.027 1.982 4.414 -0.63 0.41 -0.48 -0.63
N 2.398 -1.031 2.905 -1.49 -0.22 -1.11 0.17
C 3.029 -2.266 3.344 0.09 -0.54 0.04 -0.93
C 1.308 -0.938 2.096 1.07 -0.47 1.01 -0.68
C 0.969 0.418 1.884 -0.05 0.85 -0.53 0.83
C -0.020 0.947 1.043 0.50 -0.52 1.07 -0.43
C -1.110 0.168 0.558 -1.08 -1.01 -0.68 0.17
C -0.973 -0.965 -0.257 -0.76 -0.05 0.61 -0.80
N -2.192 -1.518 -0.519 0.93 0.43 0.12 0.30
C -2.411 -2.747 -1.260 0.17 -0.22 -0.47 -0.84
C -3.180 -0.788 0.128 0.67 -0.10 0.26 0.26
C -2.565 0.272 0.852 0.28 -0.55 -1.22 0.12
C -3.368 1.036 1.695 -1.38 0.33 0.62 0.12
C -4.758 0.714 1.800 1.27 -0.12 -0.22 0.34
O -5.655 1.324 2.620 -0.08 0.24 0.10 -0.45
C -5.329 2.391 3.518 0.07 -0.46 -0.50 -0.79
C -5.327 -0.351 1.043 0.57 0.56 0.16 -0.82
C -4.535 -1.102 0.194 -0.18 0.36 0.35 -0.98
H 4.196 5.875 4.781 0.11 -0.12 0.06 0.25
H 4.396 4.435 5.829 -0.11 0.05 -0.08 0.35
H 5.290 4.543 4.292 -0.15 0.03 -0.06 0.37
H 1.310 3.232 2.672 0.28 0.10 0.01 0.45
H 4.509 -0.124 4.576 -0.11 0.29 -0.05 0.20
H 4.863 2.322 5.033 -0.43 -0.24 -0.25 0.40
H 3.935 -2.027 3.903 -0.17 -0.02 -0.19 0.29
H 2.373 -2.853 4.001 0.04 0.33 -0.17 0.34
H 3.300 -2.898 2.489 -0.05 0.29 0.13 0.34
H 0.837 -1.835 1.703 0.12 0.24 0.07 0.69
H 0.029 2.016 0.807 -0.35 -0.11 0.62 0.50
H -0.064 -1.392 -0.668 -0.16 0.19 -0.18 0.72
H -3.449 -3.051 -1.121 0.22 -0.04 -0.07 0.29
H -2.209 -2.614 -2.331 -0.03 0.12 0.34 0.11
H -1.757 -3.549 -0.893 -0.17 0.26 0.03 0.33
H -2.931 1.854 2.272 -0.29 -0.23 -0.10 0.48
H -6.292 2.665 3.947 0.18 0.10 0.03 0.25
H -4.653 2.060 4.309 0.04 -0.07 -0.04 0.32
H -4.894 3.247 2.996 -0.02 -0.04 -0.05 0.31
H -6.390 -0.534 1.166 0.20 -0.02 -0.07 0.43
H -4.951 -1.921 -0.387 0.01 0.19 0.17 0.27

[2]
45
Properties=species:S:1:pos:R:3:forces:R:3:mulliken_charge:R:1 method="wB97M-V/def2-TZVPD" fmax_ev_per_a=5.6 lumo_energy_ev=1.040 homo_lumo_gap_ev=4.88 energy_ev=-49253.3539 spin_multiplicity=1 charge=-1
C 0.615 -1.222 4.324 0.15 -0.16 0.67 -1.18
C -0.067 -0.259 3.406 0.37 -0.47 0.08 -0.27
O 0.523 -0.555 2.123 -0.55 0.88 -0.54 -0.07
C 0.176 0.364 1.221 -2.82 0.53 1.08 -0.11
C 0.525 -0.086 -0.194 4.57 2.86 -1.42 0.77
C 0.421 1.061 -1.239 1.21 -0.87 0.05 0.26
O 0.879 0.870 -2.352 -0.20 0.53 0.88 -0.56
C -0.023 2.443 -0.820 -0.40 1.56 -0.30 0.25
C 0.566 3.203 0.220 0.27 0.26 -0.39 0.09
C 0.178 4.512 0.491 -0.75 0.31 -0.05 -0.68
C -0.905 5.081 -0.216 0.59 -2.16 -0.66 -0.09
N -1.529 6.281 0.251 -0.80 2.25 0.80 0.92
O -2.551 6.704 -0.340 2.02 -0.78 1.18 -0.59
O -1.019 6.843 1.252 -1.11 -0.89 -1.91 -0.60
C -1.455 4.369 -1.296 0.02 0.51 0.48 -0.54
C -0.986 3.095 -1.613 0.12 -0.34 0.26 -0.64
O -0.465 1.375 1.565 1.48 -2.50 -1.22 -0.64
H 0.184 -1.094 5.320 0.14 -0.19 0.09 0.44
H 0.499 -2.267 4.005 -0.03 0.34 0.07 0.27
H 1.686 -0.984 4.363 -0.27 -0.17 0.04 0.28
H -1.150 -0.417 3.321 0.24 0.14 0.09 0.30
H 0.138 0.783 3.674 -0.14 -0.29 -0.04 0.29
H 1.607 -0.290 -0.087 0.14 1.05 0.25 0.51
H 1.333 2.785 0.874 -0.12 0.07 -0.42 0.37
H 0.605 5.108 1.299 -0.02 -0.45 -0.23 0.43
H -2.274 4.829 -1.844 0.18 -0.22 0.05 0.45
H -1.434 2.551 -2.442 0.12 0.06 0.17 0.45
O -0.240 -6.719 -2.101 0.24 0.95 0.17 -0.73
N -0.250 -5.522 -2.360 0.39 2.90 -0.31 0.71
C 0.232 -4.329 -1.850 -1.46 -2.73 -0.71 0.18
C -0.206 -3.249 -2.644 -1.74 1.04 -1.58 0.44
N -0.904 -3.749 -3.713 1.26 1.31 1.78 -0.64
O -0.917 -5.103 -3.530 -0.04 -1.54 -0.17 -0.20
C -0.151 -1.883 -2.147 -1.47 1.19 -2.54 -0.94
N -0.993 -0.812 -2.676 0.58 -1.47 0.57 1.05
O -1.680 -0.148 -1.825 0.93 -0.32 -0.54 -0.67
O -0.975 -0.525 -3.865 -0.67 -0.56 0.17 -0.67
C 0.349 -1.594 -0.833 -3.07 1.59 3.26 -0.11
C 0.998 -2.719 -0.223 2.48 -0.07 2.67 0.50
N 1.968 -2.755 0.778 -2.07 -0.56 -2.67 0.64
O 2.665 -1.895 1.310 0.07 -0.37 0.22 -0.69
O 2.208 -4.142 1.045 0.08 0.48 0.70 -0.22
N 1.499 -4.942 0.199 -0.75 2.46 -1.91 -0.65
C 0.860 -4.064 -0.631 1.68 -1.91 2.75 0.82
H -0.540 -0.933 -0.201 -0.84 -4.25 -0.95 0.08

[3]
16
Properties=species:S:1:pos:R:3:forces:R:3:mulliken_charge:R:1 method="wB97M-V/def2-TZVPD" fmax_ev_per_a=0.8 e_above_lowest_kj_mol=372.40 lumo_energy_ev=0.117 homo_lumo_gap_ev=8.15 energy_ev=-8760.6653 spin_multiplicity=1 charge=0
C 0.329 1.049 -0.425 0.43 -0.16 -0.07 0.75
N -0.008 1.407 -1.737 -0.03 0.02 -0.02 -0.50
C -0.789 0.470 0.339 0.00 -0.13 0.68 -0.65
C 1.550 1.213 0.108 -0.30 -0.09 -0.09 -1.07
N -0.562 -0.023 1.573 -0.01 0.14 -0.43 -0.52
H -0.631 0.767 -2.210 0.04 0.00 0.07 0.26
H 0.781 1.643 -2.320 -0.03 -0.02 0.06 0.23
H -1.425 -0.131 2.099 -0.04 -0.04 -0.11 0.31
H -1.788 0.821 0.081 0.02 -0.13 -0.03 0.45
H 1.713 1.029 1.158 -0.04 -0.04 0.02 0.33
H 2.386 1.552 -0.489 -0.04 0.07 -0.03 0.27
C -0.156 -2.370 0.551 -0.14 0.75 0.25 -0.33
N -0.596 -2.027 -0.533 0.05 0.31 0.00 -0.48
H -0.859 -0.900 -0.483 0.02 -0.30 0.03 0.32
H 0.205 -3.356 0.824 -0.05 0.02 0.02 0.36
H -0.150 -1.143 1.468 0.13 -0.39 -0.33 0.27

[4]
43
Properties=species:S:1:pos:R:3:forces:R:3:lowdin_spin:R:1 method="wB97M-V/def2-TZVPD" fmax_ev_per_a=1.8 lumo_energy_ev="-4.466 / -4.523" homo_lumo_gap_ev="6.62 / 6.82" energy_ev=-190747.7473 spin_multiplicity=4 charge=+1
Cr -0.659 -0.654 -0.247 0.21 0.17 1.04 3.08
Cl -2.192 -3.460 2.071 -0.20 -0.21 0.15 0.00
C -2.629 -3.157 0.434 -0.03 0.06 -0.11 0.00
C -2.167 -1.999 -0.188 -0.46 -0.52 -0.35 -0.03
C -2.569 -1.843 -1.506 -0.34 -0.89 0.71 0.01
Cl -1.929 -0.386 -2.201 -0.15 0.95 -1.19 0.01
C -3.348 -2.721 -2.236 -0.09 -0.14 -0.20 0.00
Cl -3.726 -2.420 -3.886 0.04 0.02 0.20 0.00
C -3.790 -3.874 -1.576 0.09 0.20 -0.11 0.01
Cl -4.742 -5.022 -2.416 0.06 0.13 0.05 0.00
C -3.436 -4.084 -0.237 0.02 0.00 0.11 0.00
Cl -3.993 -5.498 0.559 0.06 0.09 0.00 0.00
I 2.258 -2.479 1.084 -0.12 -0.08 0.04 0.03
C 0.737 0.105 2.521 0.08 -0.12 0.14 0.00
C 1.451 0.172 3.692 -0.23 -0.18 -0.30 0.01
C 1.713 1.427 4.255 0.00 0.23 -0.03 -0.01
C 1.237 2.569 3.664 0.13 -0.10 0.07 0.00
C 0.492 2.520 2.466 -0.13 -0.39 -0.14 0.00
C -0.033 3.668 1.834 -0.07 0.09 -0.25 0.04
C -0.771 3.551 0.687 0.08 0.24 0.34 -0.01
C -0.989 2.295 0.100 -0.01 -0.47 -0.16 0.03
C -0.477 1.144 0.655 -0.37 0.15 -0.25 -0.12
C 0.244 1.255 1.869 0.19 0.11 0.08 0.00
H 1.800 -0.730 4.171 0.05 -0.10 0.08 0.00
H 2.286 1.484 5.168 0.03 0.03 0.09 0.00
H 1.434 3.532 4.111 0.01 0.09 0.06 0.00
H 0.164 4.637 2.265 -0.04 0.14 0.08 0.00
H -1.198 4.427 0.223 0.01 0.12 -0.03 0.00
H -1.571 2.245 -0.813 0.00 0.05 -0.04 0.00
C 0.934 1.480 -2.854 -0.15 0.10 0.02 0.00
As 1.327 0.127 -1.501 1.45 0.32 -0.97 -0.01
C 1.963 -1.272 -2.709 0.00 -0.09 -0.09 -0.01
C 3.037 0.840 -0.850 -0.16 -0.01 0.16 0.00
S 0.211 -1.443 1.821 0.62 0.19 0.38 -0.02
H 1.845 1.721 -3.413 -0.11 -0.14 0.16 0.00
H 0.553 2.392 -2.394 0.04 -0.07 0.04 0.00
H 0.186 1.103 -3.554 0.08 0.00 0.06 0.00
H 2.775 -0.871 -3.322 -0.13 -0.01 0.07 0.00
H 1.146 -1.585 -3.364 0.08 0.03 0.07 0.00
H 2.330 -2.142 -2.163 -0.06 0.10 0.02 0.00
H 3.750 0.846 -1.682 -0.25 -0.01 0.07 0.00
H 3.450 0.234 -0.042 -0.15 0.05 -0.06 0.00
H 2.893 1.863 -0.495 -0.05 -0.12 -0.01 0.00

[5]
27
Properties=species:S:1:pos:R:3:forces:R:3:mulliken_charge:R:1 method="wB97M-V/def2-TZVPD" fmax_ev_per_a=2.9 e_above_lowest_kj_mol=0.00 lumo_energy_ev=0.422 homo_lumo_gap_ev=4.94 energy_ev=-35108.8656 spin_multiplicity=1 charge=-1
F -2.587 1.325 2.918 0.73 -0.46 -0.63 -0.32
C -1.474 0.674 2.519 -0.84 -0.56 0.61 0.47
C -1.478 -0.670 2.328 -1.82 0.67 0.21 0.51
F -2.608 -1.374 2.499 0.86 0.56 -0.14 -0.36
C -0.260 -1.471 2.179 -0.51 -2.79 -0.52 0.52
O -0.288 -2.704 2.022 0.38 2.80 0.48 -0.59
C 0.970 -0.701 2.364 1.50 0.75 0.61 0.18
F 2.106 -1.419 2.497 -0.68 0.56 -0.40 -0.28
C 0.979 0.643 2.542 1.47 -0.89 -0.61 0.35
F 2.137 1.316 2.687 -0.71 -0.55 0.02 -0.29
C -0.237 1.460 2.539 -0.90 1.79 0.44 0.23
O -0.225 2.686 2.674 0.25 -1.90 -0.24 -0.57
C 0.496 -4.636 -1.824 0.05 0.06 -0.01 -1.18
C -0.848 -4.335 -1.193 0.03 0.54 0.13 -0.15
O -0.978 -2.891 -1.149 0.59 -1.15 -0.27 -0.27
C -2.155 -2.436 -0.646 -0.27 1.74 0.25 0.75
C -2.013 -0.965 -0.449 -0.02 -1.41 -0.41 -0.99
N -3.169 -0.239 -0.333 -1.08 0.38 0.13 1.10
O -3.107 1.028 -0.404 0.16 -0.98 0.18 -0.75
O -4.260 -0.836 -0.148 0.96 1.14 -0.08 -0.66
O -3.102 -3.160 -0.439 0.52 -0.21 -0.03 -0.63
H 0.675 -5.713 -1.832 -0.04 0.00 0.01 0.39
H 0.530 -4.283 -2.864 0.04 0.01 0.29 0.28
H 1.303 -4.167 -1.247 -0.15 -0.03 -0.20 0.27
H -1.669 -4.788 -1.769 0.14 0.25 0.24 0.29
H -0.894 -4.692 -0.155 -0.08 -0.09 -0.26 0.26
H -1.127 -0.440 -0.819 -0.58 -0.23 0.21 0.42

[6]
26
Properties=species:S:1:pos:R:3:forces:R:3:mulliken_charge:R:1 method="wB97M-V/def2-TZVPD" fmax_ev_per_a=2.8 e_above_lowest_kj_mol=136.25 smiles=Cc1ccccc1.CCC lumo_energy_ev=0.988 homo_lumo_gap_ev=9.97 energy_ev=-10628.3315 spin_multiplicity=1 charge=0
C -1.477 -2.691 0.694 -0.17 1.01 -0.04 -0.19
C -2.632 -1.677 0.654 -1.92 -0.12 -0.70 -0.89
C -0.562 -2.206 1.856 1.74 0.93 -1.93 -0.90
H -1.627 -3.775 0.787 -0.82 0.41 0.26 0.33
H -1.235 -2.579 -0.380 1.53 -0.07 0.72 0.20
H -2.201 -0.658 0.613 -0.12 -0.61 -0.37 0.01
H -3.361 -1.612 1.469 0.36 -0.47 0.38 0.34
H -0.678 -1.131 2.006 -0.93 -0.06 0.48 0.24
H -0.724 -2.778 2.756 0.14 -0.01 0.24 0.32
H -3.291 -1.848 -0.248 0.75 0.33 0.69 0.33
H 0.521 -2.077 1.588 -0.54 -1.30 0.23 0.23
C 3.023 0.416 0.218 -1.23 0.34 -0.35 -1.58
C -0.609 1.679 0.132 0.47 0.56 -0.82 -0.40
C 0.687 1.454 0.637 -1.22 -0.47 -0.54 -0.53
C -0.920 1.609 -1.255 0.76 0.34 1.86 -0.41
C 1.629 0.866 -0.210 -0.16 -0.33 0.53 0.89
C 0.113 1.253 -2.092 0.23 -1.05 -0.72 -0.55
C 1.268 0.718 -1.538 0.55 0.10 0.12 -0.42
H -1.365 2.077 0.788 -0.17 -0.12 0.24 0.37
H 0.835 1.628 1.696 0.34 -0.05 -0.03 0.33
H -1.927 1.851 -1.541 -0.08 0.19 -0.45 0.44
H 0.109 1.247 -3.184 -0.70 -0.05 0.31 0.33
H 3.669 1.012 -0.414 0.73 0.17 0.49 0.42
H 3.220 -0.620 -0.032 -0.16 -0.29 -0.06 0.35
H 1.946 0.127 -2.135 0.21 0.35 -0.51 0.38
H 3.140 0.536 1.291 0.41 0.27 -0.04 0.35